# 1
This record from the Open Molecules 2025 dataset describes 12 unconnected molecules or ions with the total composition C66H149B2F8N7O9 at a distorted geometry. The level of theory is the ωB97M-V functional and the def2-TZVPD basis.

Computed properties:
ΔE to the lowest compared entry with this formula, charge and spin (eV): 2.2456
Maximum force (eV Å⁻¹): 3.9
HOMO-LUMO gap (eV): 8.5273
HOMO level (eV): -11.20

The geometry in ORCA input format:
```
! wB97M-V def2-TZVPD RIJCOSX def2/J DEFGRID3
* xyz 2 1
C -22.11 5.32 22.91
C -22.26 4.00 23.61
N -20.91 3.41 24.08
C -20.04 3.19 22.91
C -20.34 4.40 25.15
C -21.41 4.82 26.21
C -21.19 2.12 24.72
C -19.97 1.35 25.31
O -19.46 1.92 26.48
C -20.00 1.43 27.64
H -21.66 5.30 21.92
H -21.60 6.18 23.40
H -23.13 5.65 22.69
H -22.69 3.27 22.88
H -22.79 4.05 24.51
H -20.60 2.53 22.31
H -19.08 2.82 23.25
H -19.90 4.12 22.30
H -19.88 5.15 24.59
H -19.57 3.79 25.63
H -20.88 5.31 27.03
H -21.99 4.02 26.56
H -22.10 5.56 25.74
H -21.72 1.47 24.04
H -21.91 2.35 25.51
H -19.14 1.31 24.59
H -20.31 0.31 25.47
H -21.12 1.48 27.71
H -19.66 1.94 28.54
H -19.65 0.35 27.74
C -22.65 -1.27 19.95
C -23.11 -1.36 21.34
N -22.23 -2.16 22.35
C -22.39 -3.61 22.14
C -20.81 -1.77 22.09
C -20.49 -0.29 22.25
C -22.81 -1.81 23.66
C -24.35 -2.08 23.73
O -24.98 -0.86 24.04
C -26.30 -0.67 23.61
H -21.97 -0.50 19.64
H -23.60 -1.09 19.40
H -22.31 -2.25 19.55
H -23.99 -2.01 21.28
H -23.31 -0.37 21.72
H -22.11 -4.21 23.02
H -21.76 -3.97 21.30
H -23.46 -3.86 21.94
H -20.63 -2.15 21.07
H -20.17 -2.31 22.84
H -20.16 -0.12 23.30
H -21.34 0.34 21.95
H -19.64 -0.13 21.60
H -22.67 -0.74 23.90
H -22.25 -2.37 24.38
H -24.61 -2.88 24.49
H -24.82 -2.33 22.73
H -26.60 0.39 23.76
H -26.99 -1.33 24.06
H -26.38 -0.81 22.48
C -33.62 -2.91 22.62
C -32.95 -3.17 21.31
N -32.63 -4.60 20.96
C -33.94 -5.31 20.75
C -31.84 -4.64 19.74
C -32.48 -4.42 18.46
C -31.89 -5.17 22.19
C -30.67 -4.27 22.56
O -29.71 -4.37 21.51
C -28.79 -3.28 21.59
H -34.59 -3.42 22.80
H -33.86 -1.82 22.51
H -32.98 -3.04 23.49
H -32.04 -2.61 21.27
H -33.55 -2.81 20.50
H -34.30 -5.08 19.74
H -34.63 -5.09 21.54
H -33.77 -6.37 20.68
H -31.37 -5.66 19.74
H -30.96 -3.98 19.79
H -33.11 -3.57 18.49
H -32.97 -5.26 18.01
H -31.66 -4.06 17.81
H -31.57 -6.10 21.75
H -32.63 -5.27 22.94
H -30.25 -4.64 23.50
H -30.99 -3.17 22.64
H -28.54 -3.04 22.65
H -29.30 -2.32 21.37
H -27.91 -3.49 21.02
C -20.02 -7.52 25.72
C -18.72 -7.08 25.07
C -18.93 -5.97 24.04
N -17.73 -5.09 23.73
C -16.64 -5.94 23.12
C -15.48 -4.95 22.54
C -16.03 -4.06 21.44
C -17.24 -3.25 21.93
C -18.30 -4.05 22.71
C -17.29 -4.36 24.97
H -20.76 -6.78 25.94
H -19.89 -8.09 26.66
H -20.51 -8.27 25.11
H -18.11 -7.91 24.73
H -18.19 -6.61 25.91
H -19.69 -5.31 24.40
H -19.19 -6.35 23.00
H -17.14 -6.51 22.35
H -16.27 -6.56 23.87
H -14.74 -5.68 22.05
H -14.93 -4.44 23.34
H -16.35 -4.66 20.58
H -15.20 -3.40 21.22
H -17.77 -2.84 21.05
H -16.90 -2.44 22.53
H -18.95 -4.70 22.10
H -19.06 -3.55 23.34
H -17.09 -5.04 25.81
H -18.12 -3.81 25.23
H -16.56 -3.60 24.84
C -24.26 -6.68 23.16
C -24.35 -7.47 21.92
C -23.73 -6.68 20.70
N -24.16 -7.21 19.36
C -25.64 -7.13 19.11
C -26.06 -7.72 17.77
C -25.39 -7.06 16.54
C -23.87 -6.88 16.84
C -23.52 -6.37 18.26
C -23.64 -8.64 19.45
H -23.17 -6.33 23.26
H -24.60 -7.26 24.02
H -24.89 -5.83 23.08
H -25.41 -7.87 21.78
H -23.76 -8.37 22.02
H -22.60 -6.65 20.71
H -24.12 -5.70 20.78
H -25.96 -6.08 19.10
H -26.09 -7.64 19.95
H -27.11 -7.71 17.74
H -25.87 -8.83 17.71
H -25.74 -6.03 16.35
H -25.50 -7.65 15.61
H -23.48 -6.18 16.11
H -23.35 -7.91 16.80
H -23.78 -5.34 18.39
H -22.45 -6.41 18.31
H -22.74 -8.73 20.10
H -23.48 -9.16 18.50
H -24.44 -9.21 19.98
C -28.30 3.77 22.47
C -27.46 3.68 21.19
C -27.13 2.26 20.80
N -27.67 1.68 19.47
C -26.78 2.17 18.34
C -27.10 1.48 16.97
C -26.95 -0.04 17.07
C -27.81 -0.55 18.22
C -27.49 0.21 19.50
C -29.12 1.97 19.34
H -27.69 3.23 23.23
H -29.23 3.21 22.44
H -28.49 4.81 22.74
H -26.53 4.27 21.34
H -28.05 4.25 20.45
H -27.53 1.52 21.51
H -26.07 2.08 20.71
H -25.77 1.96 18.54
H -26.89 3.26 18.33
H -26.40 1.88 16.21
H -28.09 1.66 16.58
H -25.89 -0.28 17.22
H -27.26 -0.64 16.22
H -27.53 -1.55 18.48
H -28.91 -0.44 18.01
H -26.43 0.03 19.85
H -28.14 -0.16 20.30
H -29.70 1.22 18.82
H -29.21 2.90 18.78
H -29.56 1.88 20.33
C -19.24 -1.37 18.43
C -20.19 -1.09 17.26
C -19.63 0.14 16.57
N -20.51 0.85 15.54
C -19.88 2.19 15.17
C -18.53 1.98 14.52
C -18.71 1.18 13.27
C -19.44 -0.14 13.47
C -20.81 0.05 14.24
C -21.85 1.24 16.18
H -18.20 -1.42 18.06
H -19.57 -2.28 18.95
H -19.34 -0.54 19.11
H -21.20 -0.93 17.65
H -20.19 -1.96 16.63
H -18.62 -0.05 16.24
H -19.59 0.90 17.38
H -19.74 2.85 16.06
H -20.57 2.75 14.52
H -17.77 1.50 15.12
H -18.06 2.93 14.26
H -17.68 1.00 12.85
H -19.11 1.86 12.50
H -18.81 -0.80 14.03
H -19.66 -0.64 12.47
H -21.34 -0.81 14.50
H -21.45 0.67 13.64
H -22.32 0.35 16.61
H -22.42 1.71 15.36
H -21.71 1.86 17.07
C -19.36 -5.57 18.24
C -20.15 -5.22 19.52
O -20.43 -4.01 19.76
O -20.42 -6.12 20.32
H -18.52 -4.89 17.98
H -20.05 -5.67 17.36
H -18.88 -6.53 18.41
C -20.92 -3.04 27.13
C -20.33 -2.89 25.65
O -20.57 -3.80 24.81
O -19.69 -1.83 25.36
H -20.87 -2.09 27.63
H -20.38 -3.81 27.63
H -21.95 -3.45 27.12
C -31.09 0.00 23.89
C -30.55 -0.10 22.46
O -30.94 -1.11 21.89
O -29.69 0.71 22.10
H -31.78 -0.77 24.13
H -31.62 1.03 24.02
H -30.32 0.21 24.62
B -25.63 -3.20 19.14
F -26.63 -4.16 18.87
F -24.46 -3.77 19.62
F -25.40 -2.40 18.07
F -26.15 -2.47 20.26
B -22.39 2.39 19.71
F -22.25 3.77 19.49
F -22.79 2.06 21.08
F -23.37 1.82 18.79
F -21.16 1.84 19.57
*
```

# 2
This record from the Open Molecules 2025 dataset describes a molecular structure, C39H33Cl3Ge2N4O3Ru at a distorted geometry. The level of theory is the ωB97M-V functional and the def2-TZVPD basis.

Computed properties:
ΔE to the lowest compared entry with this formula, charge and spin (eV): 1.6230
Maximum force (eV Å⁻¹): 2.9
HOMO-LUMO gap (spin up / spin down) (eV): 6.1478 / 6.1400
HOMO level (spin up / spin down) (eV): -7.64 / -7.64

The geometry in ORCA input format:
```
! wB97M-V def2-TZVPD RIJCOSX def2/J DEFGRID3
* xyz 0 1
Ru -0.84 0.10 1.03
O -4.75 -1.05 1.32
C -3.55 -0.91 1.39
N -2.82 0.24 1.42
C -3.35 1.53 1.43
C -4.66 1.91 1.16
C -5.01 3.25 1.27
C -4.06 4.20 1.64
C -2.75 3.82 1.87
C -2.39 2.48 1.76
N -1.08 1.94 1.94
C -0.17 2.54 2.73
O -0.23 3.62 3.28
C 1.01 1.65 2.94
C 2.18 2.16 3.46
C 3.26 1.31 3.62
C 3.09 -0.04 3.32
C 1.87 -0.46 2.84
N 0.84 0.37 2.64
C -2.64 -2.09 1.56
C -3.14 -3.36 1.32
C -2.29 -4.44 1.45
C -0.98 -4.22 1.84
C -0.57 -2.93 2.08
N -1.37 -1.87 1.93
H -5.38 1.16 0.87
H -6.03 3.56 1.06
H -4.34 5.24 1.72
H -2.00 4.56 2.12
H 2.23 3.21 3.70
H 4.21 1.68 3.98
H 3.90 -0.75 3.44
H 1.70 -1.50 2.62
H -4.18 -3.46 1.04
H -2.64 -5.44 1.24
H -0.28 -5.04 1.96
H 0.44 -2.73 2.42
Cl -5.01 0.21 -4.97
C -3.90 -0.18 -3.69
C -3.31 0.83 -2.96
C -2.44 0.50 -1.94
Cl -1.66 1.78 -1.07
C -2.13 -0.82 -1.57
O -1.32 -1.16 -0.59
C -2.75 -1.80 -2.37
Cl -2.38 -3.47 -2.04
C -3.61 -1.50 -3.40
H -3.52 1.87 -3.18
H -4.05 -2.30 -3.98
C 3.80 -2.10 -1.82
Ge 2.37 -2.19 -0.48
C 3.25 -2.90 1.15
C 1.16 -3.64 -1.02
Ge 1.21 0.02 -0.34
C 0.95 0.28 -2.29
C 0.52 -0.80 -3.08
C 0.14 -0.61 -4.40
C 0.18 0.65 -4.97
C 0.64 1.73 -4.21
C 1.01 1.54 -2.89
C 2.56 1.41 0.08
C 3.91 1.10 0.27
C 4.84 2.10 0.54
C 4.43 3.42 0.64
C 3.09 3.75 0.47
C 2.17 2.75 0.21
H 4.15 -3.12 -2.01
H 4.64 -1.50 -1.47
H 3.43 -1.68 -2.76
H 3.84 -3.76 0.83
H 2.52 -3.25 1.88
H 3.92 -2.18 1.63
H 1.48 -4.57 -0.54
H 1.19 -3.78 -2.10
H 0.13 -3.43 -0.73
H 0.48 -1.79 -2.65
H -0.21 -1.46 -4.99
H -0.13 0.80 -5.99
H 0.68 2.72 -4.64
H 1.35 2.39 -2.31
H 4.24 0.07 0.19
H 5.88 1.84 0.67
H 5.16 4.20 0.84
H 2.77 4.78 0.54
H 1.12 3.01 0.10
*
```

# 3
This record from the Open Molecules 2025 dataset describes 2 unconnected molecules or ions with the total composition C21H17NO3 at a distorted geometry. The level of theory is the ωB97M-V functional and the def2-TZVPD basis.

Computed properties:
ΔE to the lowest compared entry with this formula, charge and spin (eV): 4.7450
Maximum force (eV Å⁻¹): 1.9
HOMO-LUMO gap (eV): 3.6852
HOMO level (eV): -5.67

The geometry in ORCA input format:
```
! wB97M-V def2-TZVPD RIJCOSX def2/J DEFGRID3
* xyz 0 1
N 3.12 2.21 0.74
C 2.52 3.06 -0.19
O 1.35 2.86 -0.57
C 3.31 4.18 -0.71
C 4.60 4.37 -0.31
C 5.18 3.48 0.61
C 4.37 2.42 1.09
H 2.80 4.82 -1.43
H 5.18 5.21 -0.70
H 6.20 3.59 0.96
H 4.83 1.72 1.79
C -3.67 -4.32 -4.47
O -2.28 -4.11 -4.14
C -1.95 -3.37 -3.05
C -0.57 -3.20 -2.78
C -0.17 -2.46 -1.70
C -1.10 -1.83 -0.83
C -0.61 -1.02 0.26
O -1.61 -0.57 1.04
C -1.33 0.21 2.15
C -0.01 0.60 2.46
C 0.15 1.40 3.63
C -0.97 1.82 4.34
C -2.27 1.45 3.94
C -2.45 0.62 2.84
C 0.99 0.20 1.56
C 0.71 -0.68 0.53
C -2.48 -2.03 -1.09
C -2.91 -2.77 -2.18
H -3.66 -4.94 -5.37
H -4.19 -4.84 -3.66
H -4.17 -3.37 -4.69
H 0.16 -3.66 -3.44
H 0.89 -2.33 -1.48
H 1.16 1.68 3.93
H -0.84 2.46 5.21
H -3.15 1.80 4.49
H -3.43 0.30 2.50
H 2.00 0.62 1.63
H 1.50 -1.07 -0.10
H -3.23 -1.58 -0.44
H -3.98 -2.90 -2.38
*
```

# 4
This record from the Open Molecules 2025 dataset describes a molecular structure, C35H40N4P2Pd at a distorted geometry. The level of theory is the ωB97M-V functional and the def2-TZVPD basis.

Computed properties:
Maximum force (eV Å⁻¹): 4.0
HOMO-LUMO gap (spin up / spin down) (eV): 5.4887 / 2.6215
HOMO level (spin up / spin down) (eV): -11.72 / -12.74

The geometry in ORCA input format:
```
! wB97M-V def2-TZVPD RIJCOSX def2/J DEFGRID3
* xyz 2 5
Pd -1.52 -0.05 0.14
C 4.81 -3.06 -1.16
C 4.80 -2.32 -0.05
C 5.62 -1.08 0.13
C 5.71 -0.18 -1.13
C 4.43 -0.04 -1.93
C 4.17 -0.81 -2.98
C 5.13 -1.90 -3.43
C 5.71 -2.80 -2.33
C -3.98 0.86 -1.16
H 4.26 -4.00 -1.24
H 4.27 -2.65 0.84
H 6.65 -1.33 0.43
H 5.20 -0.50 0.96
H 6.03 0.81 -0.79
H 6.54 -0.54 -1.75
H 3.80 0.82 -1.67
H 3.30 -0.66 -3.63
H 6.00 -1.49 -3.97
H 4.60 -2.53 -4.16
H 5.92 -3.78 -2.79
H 6.69 -2.43 -2.01
H -4.86 0.37 -1.59
H -3.16 0.83 -1.88
H -4.24 1.91 -0.96
P -0.15 1.56 -0.60
P 0.01 -0.61 1.57
N -0.09 1.51 -2.31
N -0.61 3.20 -0.27
N 0.53 -2.14 0.96
N -0.34 -0.99 3.19
C 1.46 1.28 0.12
C 1.36 0.57 1.49
C -0.84 0.59 -3.06
C -0.57 0.79 -4.40
C 0.39 1.86 -4.50
C 0.67 2.28 -3.20
C -1.79 3.83 -0.71
C -1.79 5.14 -0.25
C -0.58 5.33 0.51
C 0.12 4.14 0.48
C -0.27 -2.91 0.11
C 0.54 -3.82 -0.54
C 1.87 -3.63 -0.05
C 1.83 -2.59 0.86
C 0.57 -1.61 4.06
C -0.02 -1.69 5.31
C -1.32 -1.09 5.22
C -1.50 -0.66 3.92
H 1.97 2.25 0.23
H 2.03 0.68 -0.61
H 2.29 0.05 1.74
H 1.16 1.31 2.29
H -1.47 -0.13 -2.56
H -1.03 0.25 -5.22
H 0.79 2.25 -5.41
H 1.33 3.05 -2.83
H -2.49 3.30 -1.32
H -2.55 5.89 -0.44
H -0.28 6.25 1.00
H 1.07 3.87 0.92
H -1.33 -2.69 0.02
H 0.24 -4.54 -1.29
H 2.74 -4.16 -0.39
H 2.61 -2.08 1.42
H 1.52 -1.96 3.69
H 0.43 -2.12 6.19
H -2.03 -0.99 6.03
H -2.33 -0.18 3.41
C -3.60 0.26 0.17
C -4.56 0.24 1.04
C -5.85 0.42 1.57
C -6.52 -0.73 2.05
C -7.87 -0.68 2.37
C -8.59 0.53 2.29
C -7.92 1.69 1.90
C -6.57 1.66 1.55
H -5.97 -1.67 2.10
H -8.39 -1.60 2.70
H -9.65 0.55 2.56
H -8.47 2.63 1.85
H -6.06 2.57 1.24
*
```